1.
DFT (ωB97M-V with the def2-TZVPD basis set) results for a cluster of 4 separate species, C14H23BrNO7S in total.

```
! wB97M-V def2-TZVPD RIJCOSX def2/J DEFGRID3
* xyz 1 1
O -4.592 0.971 -2.998
C -3.609 0.509 -3.461
Br -3.477 0.092 -5.332
C -2.364 0.314 -2.620
N -1.423 -0.752 -3.059
S -2.081 -2.392 -3.316
H -2.602 0.166 -1.572
H -1.822 1.262 -2.680
H -0.876 -0.468 -3.875
H -0.743 -0.887 -2.287
H -3.364 -2.024 -3.231
O -0.858 -0.794 -0.343
C -0.173 0.036 0.229
O 1.104 -0.187 0.490
C 1.657 0.906 1.277
C 0.738 2.083 0.999
C -0.603 1.384 0.773
H 1.654 0.609 2.324
H 2.682 1.079 0.964
H 0.736 2.809 1.804
H 1.046 2.590 0.083
H -1.148 1.218 1.705
H -1.249 1.902 0.067
O 1.589 2.623 4.104
C 0.607 3.049 4.644
O -0.369 3.683 3.951
C -1.376 4.189 4.854
C -1.240 3.338 6.112
C 0.255 3.021 6.117
H -1.168 5.243 5.039
H -2.346 4.101 4.373
H -1.594 3.845 7.007
H -1.812 2.416 5.999
H 0.840 3.793 6.620
H 0.493 2.052 6.544
O 1.169 -1.943 -3.323
C 1.758 -2.993 -3.418
O 3.068 -3.036 -3.667
C 3.509 -4.401 -3.835
C 2.458 -5.241 -3.117
C 1.199 -4.398 -3.319
H 3.556 -4.613 -4.904
H 4.505 -4.496 -3.414
H 2.387 -6.255 -3.502
H 2.694 -5.299 -2.054
H 0.690 -4.631 -4.257
H 0.495 -4.471 -2.493
*
```

LUMO level	-3.32	eV
HOMO-LUMO gap	9.20	eV
highest occupied orbital energy	-12.5265	eV

Here are the Mulliken charges for atoms 1 to 2, given in e: -0.4117, 0.2761

***

2.
DFT (ωB97M-V with the def2-TZVPD basis set) results for a structure of composition C14H23CaN2PS at a distorted geometry.

```
! wB97M-V def2-TZVPD RIJCOSX def2/J DEFGRID3
* xyz 0 1
C 3.422 0.125 1.769
C 2.439 0.961 2.298
C 1.075 0.737 2.006
C 0.720 -0.324 1.183
C 1.688 -1.159 0.656
C 3.050 -0.941 0.959
C 0.031 1.636 2.647
C -0.777 2.570 1.727
N -1.071 2.032 0.357
Ca -1.710 -0.461 0.674
C 1.321 -2.324 -0.244
P 0.211 -1.916 -1.607
H 2.711 1.795 2.949
H 3.791 -1.619 0.528
H 4.476 0.290 2.001
H 0.826 -3.131 0.329
H 2.221 -2.749 -0.718
H -0.687 1.032 3.235
H 0.540 2.288 3.374
H -1.745 2.794 2.203
C -0.086 -3.371 -2.597
C 0.793 -0.555 -2.604
H -0.249 3.535 1.608
C 0.023 2.381 -0.571
C -2.338 2.596 -0.157
H -1.050 -1.579 -1.083
H 0.180 3.476 -0.590
H 0.953 1.895 -0.257
H -0.237 2.040 -1.581
H -2.280 3.698 -0.259
H -2.558 2.172 -1.151
H -3.167 2.353 0.529
H 1.377 -0.948 -3.447
H -0.066 0.005 -3.002
H 1.418 0.125 -2.012
H 0.839 -3.668 -3.109
H -0.426 -4.198 -1.957
H -0.861 -3.154 -3.342
H -3.021 -2.245 -1.658
S -4.783 -2.286 1.448
C -3.874 -2.103 0.205
N -3.117 -1.806 -0.740
*
```

relative energy (zero: lowest compared OMol25 entry of this formula, charge and spin)	0.0	kcal/mol
LUMO level (spin up / spin down)	0.12 / -0.01	eV
HOMO-LUMO gap (spin up / spin down)	3.20 / 4.20	eV
highest occupied orbital energy (spin up / spin down)	-3.0810 / -4.2150	eV

Here are the Mulliken charges for atoms 1 to 2, given in e: -0.8932, -0.6671

***

3.
DFT (ωB97M-V with the def2-TZVPD basis set) results for a structure of composition C14H23CaN3O5 at a distorted geometry.

```
! wB97M-V def2-TZVPD RIJCOSX def2/J DEFGRID3
* xyz 2 1
C -0.727 -2.044 -4.933
C -1.445 -1.273 -5.759
H -0.586 -3.097 -5.135
H -0.259 -1.667 -4.037
C -1.646 0.160 -5.497
C -1.578 0.664 -4.258
H -1.374 0.057 -3.388
H -1.727 1.719 -4.076
C -2.066 -1.872 -6.986
H -1.840 -2.932 -7.058
H -1.702 -1.390 -7.894
H -3.151 -1.761 -6.980
C -1.934 1.068 -6.655
H -2.844 0.771 -7.179
H -1.126 1.052 -7.386
H -2.061 2.095 -6.322
Ca 0.270 0.123 3.781
O 0.522 -0.503 1.910
C 1.220 -0.076 0.966
O 1.563 1.566 3.348
C 2.205 1.713 2.308
O 3.094 2.665 2.189
N 2.105 0.969 1.141
C 3.786 2.570 0.906
C 2.975 1.555 0.101
H 4.799 2.243 1.116
H 3.798 3.562 0.472
H 3.611 0.797 -0.344
H 2.370 2.025 -0.669
C 1.136 -0.659 -0.362
C 0.249 -1.614 -0.651
H 1.796 -0.291 -1.131
H -0.441 -1.994 0.088
H 0.188 -2.030 -1.646
C -0.347 0.916 8.569
O -0.911 -0.073 7.790
C -0.672 -0.220 6.461
O 0.059 0.591 5.880
N -1.249 -1.295 5.809
N -1.055 -1.584 4.450
H -0.705 0.807 9.613
H -0.640 1.918 8.190
H 0.761 0.821 8.561
H -1.841 -1.935 6.361
H -0.598 -2.521 4.372
H -1.980 -1.602 3.964
*
```

relative energy (zero: lowest compared OMol25 entry of this formula, charge and spin)	29.4	kcal/mol
LUMO level	-7.35	eV
HOMO-LUMO gap	4.79	eV
highest occupied orbital energy	-12.1414	eV

Here are the Mulliken charges for atoms 1 to 2, given in e: -0.8914, 0.8952

***

no.,E (eV)
1,-111585.652
2,-56428.920
3,-48023.461